{
  "formula": "C48H117N11O6",
  "method": "ωB97M-V/def2-TZVPD",
  "smiles": "CCN(CC)CC.CCN(CC)CC.CCN(CC)CC.CCN(CC)CC.CCN(CC)CC.CNC(C)=O.CNC(C)=O.CNC(C)=O.CNC(C)=O.CNC(C)=O.CNC(C)=O",
  "e_tot_ha": -2952.863169,
  "gap_ev": 8.28,
  "largest_force_ev_per_a": 1.57,
  "mol_weight_g_mol": 944.5,
  "relative_energy_ev": 1.127,
  "spin_multiplicity": 1,
  "symbols": ["C", "C", "N", "C", "C", "C", "C", "H", "H", "H", "H", "H", "H", "H", "H", "H", "H", "H", "H", "H", "H", "H", "C", "C", "N", "C", "C", "C", "C", "H", "H", "H", "H", "H", "H", "H", "H", "H", "H", "H", "H", "H", "H", "H", "C", "C", "N", "C", "C", "C", "C", "H", "H", "H", "H", "H", "H", "H", "H", "H", "H", "H", "H", "H", "H", "H", "C", "C", "N", "C", "C", "C", "C", "H", "H", "H", "H", "H", "H", "H", "H", "H", "H", "H", "H", "H", "H", "H", "C", "C", "N", "C", "C", "C", "C", "H", "H", "H", "H", "H", "H", "H", "H", "H", "H", "H", "H", "H", "H", "H", "C", "C", "O", "N", "C", "H", "H", "H", "H", "H", "H", "H", "C", "C", "O", "N", "C", "H", "H", "H", "H", "H", "H", "H", "C", "C", "O", "N", "C", "H", "H", "H", "H", "H", "H", "H", "C", "C", "O", "N", "C", "H", "H", "H", "H", "H", "H", "H", "C", "C", "O", "N", "C", "H", "H", "H", "H", "H", "H", "H", "C", "C", "O", "N", "C", "H", "H", "H", "H", "H", "H", "H"],
  "positions_angstrom": [[1.99337, 2.94154, -2.40859], [2.15106, 1.83070, -3.44046], [1.04912, 1.84280, -4.40042], [-0.17506, 1.36427, -3.75687], [-1.40751, 1.88814, -4.45098], [1.29345, 0.98841, -5.56107], [2.45189, 1.45813, -6.42806], [1.41142, 3.76261, -2.82391], [2.98240, 3.32988, -2.13831], [1.59846, 2.61104, -1.44675], [3.08421, 1.94515, -3.98717], [2.21933, 0.82912, -2.97571], [-0.21893, 0.26200, -3.67507], [-0.21971, 1.69931, -2.71916], [-2.32202, 1.30129, -4.30229], [-1.60919, 2.92351, -4.17534], [-1.33246, 1.85235, -5.54312], [0.40152, 1.03504, -6.18610], [1.41730, -0.06782, -5.26543], [2.44852, 0.91183, -7.37024], [3.40526, 1.29134, -5.92891], [2.33741, 2.52408, -6.62118], [1.50505, -0.59765, 0.99294], [0.53448, -0.16064, -0.08007], [-0.86079, -0.41950, 0.27139], [-1.70751, -0.17618, -0.87588], [-3.18710, -0.43858, -0.67492], [-1.31084, 0.21446, 1.49499], [-1.27393, 1.74450, 1.43222], [1.28415, -1.60286, 1.35423], [1.40074, -0.00392, 1.90728], [2.51332, -0.45700, 0.60509], [0.66945, 0.90433, -0.33817], [0.71867, -0.70577, -1.00977], [-1.54697, 0.80871, -1.34793], [-1.42550, -0.86232, -1.69087], [-3.66329, 0.36804, -0.09819], [-3.73519, -0.41996, -1.61601], [-3.39962, -1.33574, -0.09106], [-0.66617, -0.11033, 2.31276], [-2.31006, -0.15386, 1.73503], [-1.70570, 2.16469, 0.52385], [-0.20079, 1.97153, 1.42545], [-1.62980, 2.25926, 2.32331], [3.97993, -6.22579, 6.01437], [3.94270, -4.70094, 5.78032], [2.63101, -4.13161, 5.59343], [1.77424, -4.21659, 6.77278], [0.84032, -3.00959, 6.86803], [1.97651, -4.50360, 4.34746], [2.46939, -3.62005, 3.22105], [4.00955, -6.77515, 5.07383], [3.11576, -6.59284, 6.57847], [4.82402, -6.53585, 6.63488], [4.41766, -4.19568, 6.62236], [4.56679, -4.53558, 4.89809], [1.15510, -5.12716, 6.68133], [2.38113, -4.32479, 7.66972], [0.16199, -2.97245, 6.01636], [0.26116, -3.06349, 7.78984], [1.44907, -2.10392, 6.85931], [0.90487, -4.34625, 4.45800], [2.14756, -5.56916, 4.13155], [3.53828, -3.66418, 3.02175], [2.07385, -2.62560, 3.39256], [2.00788, -3.92436, 2.26797], [-0.76185, -1.74866, -6.14561], [-1.91962, -2.70614, -6.38766], [-2.49796, -3.24000, -5.15738], [-2.79293, -2.29807, -4.11544], [-3.83414, -1.27131, -4.54146], [-1.94337, -4.51908, -4.71015], [-2.31279, -5.66528, -5.63629], [0.02309, -2.23988, -5.56369], [-1.06101, -0.83178, -5.64331], [-0.28172, -1.49885, -7.09773], [-2.74361, -2.22261, -6.92009], [-1.59509, -3.55311, -6.98718], [-3.07830, -2.85586, -3.22617], [-1.89274, -1.71576, -3.81974], [-4.21520, -0.72466, -3.67422], [-3.44178, -0.56048, -5.26953], [-4.70580, -1.74974, -4.99704], [-2.30608, -4.74277, -3.70821], [-0.84402, -4.41663, -4.63357], [-1.70676, -5.69014, -6.54209], [-3.34019, -5.50809, -5.97456], [-2.26502, -6.62589, -5.12679], [5.11098, 1.05211, -0.43705], [5.24136, -0.46658, -0.57960], [4.61602, -0.98017, -1.79449], [5.07836, -0.44620, -3.05059], [6.54519, -0.73340, -3.39405], [4.36671, -2.42229, -1.81015], [2.87888, -2.67771, -1.92498], [5.62972, 1.55421, -1.24922], [5.59619, 1.35469, 0.49420], [4.05737, 1.32153, -0.34576], [6.32163, -0.71498, -0.57257], [4.81353, -0.97504, 0.28462], [4.38976, -0.76586, -3.83754], [5.00097, 0.64576, -3.03355], [6.82267, -1.78647, -3.31568], [6.77046, -0.42133, -4.41774], [7.21337, -0.15212, -2.75477], [4.68935, -2.83438, -0.84826], [4.96241, -2.94699, -2.56306], [2.65372, -3.75338, -1.97415], [2.45433, -2.30202, -2.86025], [2.35402, -2.27799, -1.06180], [-8.88999, 0.76316, -1.20281], [-7.55484, 0.43242, -0.58482], [-6.55127, 1.07817, -0.82738], [-7.53507, -0.66385, 0.21636], [-6.30861, -1.10292, 0.81792], [-8.98995, 0.27339, -2.17258], [-8.96223, 1.83639, -1.36104], [-9.74422, 0.46092, -0.59376], [-8.38387, -1.19348, 0.28897], [-6.51048, -1.68218, 1.71707], [-5.60704, -0.31498, 1.08558], [-5.70346, -1.71402, 0.13584], [4.10353, 2.31493, 5.48840], [4.33136, 0.92730, 6.04309], [4.87240, 0.77867, 7.14029], [3.80780, -0.11861, 5.35393], [3.06093, -0.02146, 4.11377], [4.26615, 2.39693, 4.41233], [4.77047, 3.00241, 5.99931], [3.07648, 2.62828, 5.68648], [4.09146, -1.05099, 5.61040], [3.73572, -0.18524, 3.26422], [2.50391, 0.90605, 4.00906], [2.32900, -0.82458, 4.08424], [-2.73832, -2.81261, 2.74078], [-2.03561, -3.76576, 1.80387], [-2.44326, -4.90364, 1.65960], [-0.92324, -3.30666, 1.17059], [-0.25190, -4.23534, 0.26167], [-2.95735, -3.33195, 3.67256], [-3.64711, -2.39530, 2.31223], [-2.08451, -1.98992, 3.04615], [-0.82877, -2.31534, 0.91819], [-0.90983, -4.51451, -0.56113], [0.10650, -5.09066, 0.82916], [0.63286, -3.75147, -0.15683], [-5.30007, 2.45286, 2.50195], [-5.75661, 3.75617, 3.12750], [-6.06955, 3.83210, 4.29750], [-5.78850, 4.82820, 2.28533], [-6.02655, 6.16121, 2.73651], [-5.90792, 2.14843, 1.65136], [-5.29337, 1.73482, 3.31778], [-4.26189, 2.55712, 2.17313], [-5.74374, 4.71918, 1.28796], [-5.16956, 6.82524, 2.53809], [-6.12583, 6.22496, 3.81512], [-6.87336, 6.62644, 2.22920], [1.18704, 7.87834, -1.06640], [0.51291, 6.55669, -0.83345], [0.41470, 6.07540, 0.28895], [-0.09007, 5.99894, -1.91095], [-0.74205, 4.73299, -1.86321], [2.26720, 7.73964, -1.09384], [0.91982, 8.52909, -0.23752], [0.86454, 8.37033, -1.98347], [0.15595, 6.37645, -2.80946], [-1.73633, 4.78301, -2.31504], [-0.85711, 4.36183, -0.84988], [-0.19952, 3.95620, -2.41528], [-0.05325, 4.89515, 3.89444], [0.94296, 3.90051, 3.33358], [1.18717, 2.84243, 3.89820], [1.53448, 4.22915, 2.15612], [2.33909, 3.26369, 1.43560], [-1.00293, 4.41537, 4.10469], [-0.22984, 5.71756, 3.19722], [0.41887, 5.33945, 4.77130], [1.06649, 4.90974, 1.56856], [1.87378, 2.27807, 1.40086], [3.35577, 3.22572, 1.82538], [2.41837, 3.60601, 0.40084]],
  "forces_ev_per_angstrom": [[1.0391, -0.0662, 0.2811], [-0.1411, -0.4549, -0.1827], [-0.2557, -0.4463, 0.1374], [-0.3336, 0.0214, 0.2814], [-0.8689, -0.0153, -0.8419], [0.1233, 0.2940, -0.2842], [-0.0700, -0.0929, 0.3555], [0.3232, -0.1578, 0.0337], [-0.0390, 0.0633, -0.1606], [-0.4501, -0.0284, -0.2166], [-0.0053, 0.2223, -0.0341], [0.0600, 0.1333, 0.2185], [0.2578, 0.0370, -0.1973], [0.2758, 0.1305, -0.0088], [0.2080, 0.0282, 0.6150], [-0.0054, -0.0067, -0.0310], [0.3607, 0.1822, 0.0816], [-0.0742, -0.1236, 0.0941], [0.0948, 0.0525, 0.0427], [0.0827, 0.0277, -0.0314], [0.1285, 0.0174, -0.1532], [0.0717, 0.0299, -0.1076], [-0.2772, 0.4796, 0.4466], [-0.4324, 0.0774, -0.1083], [0.1197, -0.4529, -0.1775], [-0.3680, -0.6342, -1.2280], [-0.5235, 1.0976, 0.9246], [-0.5246, 0.6154, 0.2820], [1.1931, -0.0727, 0.1616], [0.3537, -0.2794, -0.4548], [0.1495, 0.3031, -0.2270], [0.1383, -0.3639, 0.1987], [0.1537, -0.0413, 0.0925], [0.0830, -0.0566, 0.0402], [-0.1506, 0.1506, 0.4175], [0.4220, -0.0421, 0.3362], [0.1362, -0.0204, -0.0513], [0.1694, -0.3290, -0.0315], [0.2192, -0.2880, -0.3629], [-0.0408, -0.0434, 0.0310], [0.0159, 0.0214, -0.1124], [-0.2420, -0.0571, 0.0891], [-0.1540, 0.3853, -0.1875], [-0.3844, -0.2117, -0.0018], [-0.2596, -0.2900, 0.4288], [0.3197, -0.7770, 0.0764], [0.0349, 0.6446, 0.2721], [-0.6323, -0.3523, -0.7570], [0.5454, -0.1704, 0.1239], [0.5775, -0.1009, 0.2219], [-0.9031, -0.4578, -1.0920], [0.0426, -0.0670, 0.0364], [-0.1124, 0.2118, -0.1486], [0.2297, 0.1602, -0.2942], [0.0090, 0.0749, -0.0225], [-0.0842, 0.4148, 0.0325], [0.0497, 0.0095, 0.3514], [0.0942, 0.1277, 0.0122], [-0.0755, 0.0011, 0.0127], [-0.0992, 0.1110, -0.0425], [-0.1354, 0.0818, 0.0972], [-0.0555, -0.1212, -0.0036], [-0.1741, 0.0186, -0.0899], [0.1176, 0.2818, 0.4267], [0.5161, 0.2665, 0.0613], [-0.0068, -0.1295, 0.1733], [0.4666, -0.3275, -0.5541], [-0.4448, 0.1070, 0.7100], [-0.5210, -1.0818, 0.0112], [0.6241, 0.7180, -0.1426], [-0.5786, -0.1978, 0.1839], [0.6358, 0.6485, -0.2377], [-0.3778, 0.1832, -0.3017], [-0.1025, 0.0647, 0.2010], [-0.0170, 0.0243, -0.0186], [-0.1598, 0.1950, 0.0473], [0.2502, 0.1573, -0.2509], [0.0093, 0.0269, -0.1144], [-0.3277, 0.0350, 0.0135], [-0.0450, -0.1658, 0.1407], [0.1916, 0.1248, -0.1174], [0.0663, 0.0287, 0.0622], [0.1204, -0.1207, -0.0125], [-0.1168, 0.1652, 0.0345], [-0.0418, -0.3263, 0.1387], [0.1551, -0.1419, 0.1021], [-0.0363, -0.1107, 0.1279], [0.1815, -0.0438, -0.0579], [0.0554, -0.7048, 0.5958], [0.7746, 0.0942, -0.6150], [-0.4776, -0.0394, 0.4095], [0.4598, 0.4771, -0.0448], [0.1234, -0.0195, -0.3040], [-0.0265, 0.3987, 0.7061], [-0.2949, -1.0768, -0.6441], [-0.2534, 0.2337, -0.0758], [0.0310, 0.0231, -0.0385], [0.0118, 0.2292, -0.3651], [-0.1063, 0.0131, 0.1578], [-0.1801, 0.0323, -0.0446], [0.1255, -0.2059, -0.0217], [-0.2780, -0.0563, 0.0399], [-0.0990, 0.0006, 0.0805], [-0.0994, -0.0161, 0.0115], [-0.0345, -0.1171, 0.1087], [0.1166, -0.0182, -0.0689], [-0.1387, 0.0817, -0.1854], [0.1732, 0.0532, 0.2136], [0.0536, 0.4261, 0.1554], [-0.0385, 0.2134, -0.0596], [-0.4106, 0.1371, 0.0037], [-0.1190, -0.2520, -0.2021], [0.1760, 0.1999, 0.0993], [0.0117, 0.8204, -0.1695], [0.8537, -0.9244, 0.1109], [0.1284, -0.0074, -0.0030], [0.1267, 0.0017, -0.0328], [0.1188, -0.0901, 0.0601], [0.1016, -0.1670, 0.2343], [-0.0881, -0.0450, -0.0430], [-0.5867, 0.5104, 0.0196], [-0.3171, -0.1882, -0.0036], [0.0102, 0.1276, -0.1404], [-0.0674, 0.0651, 1.2413], [-0.0295, -0.1168, -0.9377], [-0.1400, 0.1774, -0.4212], [0.2751, -0.3696, -0.1703], [-0.0478, -0.1113, 0.0244], [0.0585, -0.0763, 0.0919], [-0.0192, -0.0797, -0.0832], [-0.0385, 0.0935, 0.4166], [-0.1907, 0.2371, -0.1739], [0.2157, 0.1632, 0.0987], [-0.0480, -0.0174, 0.1250], [0.6731, 0.5303, 0.5507], [-0.2476, 0.1849, -0.0304], [0.0542, -0.3161, 0.0245], [0.3838, -0.1523, -0.4466], [0.1386, 0.5912, 0.1780], [-0.3174, -0.2219, -0.2013], [-0.0969, -0.1521, -0.0516], [-0.0794, 0.0228, -0.2802], [-0.3018, -0.1255, 0.3471], [0.0360, -0.3655, 0.0504], [-0.2692, -0.2636, -0.1795], [-0.0916, 0.1567, 0.0295], [0.4133, 0.2495, 0.4020], [-0.2701, -0.2158, -0.5187], [0.2003, 0.1544, 0.2436], [0.0315, -0.0199, -0.0054], [0.4333, 1.3793, 0.1067], [-0.0524, -0.0797, 0.0316], [-0.2489, -0.2698, -0.2158], [-0.0888, 0.0492, -0.1643], [0.2574, -0.4380, 0.0395], [-0.0163, -0.2979, -0.2301], [-0.4273, -0.4249, 0.0174], [-0.2086, -0.1425, 0.2221], [0.0344, 0.1670, -0.0891], [-0.7226, 0.0764, 0.1696], [0.1797, 0.0065, -0.1582], [0.7268, 0.3666, 0.1491], [-0.8069, -1.2387, -0.5403], [0.0222, 0.0691, 0.0859], [0.1815, -0.0238, 0.0954], [0.0525, -0.1362, -0.0903], [-0.1358, 0.0375, -0.0628], [-0.0179, 0.1663, 0.1054], [0.1194, 0.3215, 0.1950], [-0.3068, 0.3852, 0.1794], [0.6136, 0.4925, -0.5910], [-0.2232, -0.4043, -0.3813], [0.0843, 0.0051, 0.1902], [-0.4096, -0.0508, -0.0958], [0.0829, 0.3916, -0.3744], [0.0792, -0.1277, 0.3380], [-0.0055, -0.0871, -0.0524], [-0.3560, -0.1774, 0.2545], [0.1254, 0.1839, 0.2329], [0.1854, -0.1227, 0.2910], [-0.0483, -0.3139, 0.1635], [-0.0006, 0.0840, 0.0997]],
  "lowdin_charge": [-0.0820, -0.2378, -0.1681, -0.2782, -0.0712, -0.2729, -0.0778, 0.0535, 0.0773, 0.0445, 0.0927, 0.1169, 0.1065, 0.0790, 0.0625, 0.0618, 0.0701, 0.0946, 0.1112, 0.0734, 0.0550, 0.0811, -0.0693, -0.2400, -0.1976, -0.2543, -0.0697, -0.2373, -0.0483, 0.0607, 0.0539, 0.0658, 0.0966, 0.1046, 0.1018, 0.1014, 0.0658, 0.0603, 0.0665, 0.1113, 0.0931, 0.0709, 0.0451, 0.0747, -0.0895, -0.2560, -0.2127, -0.2617, -0.0770, -0.2440, -0.0756, 0.0617, 0.0662, 0.0684, 0.1110, 0.1031, 0.1128, 0.1157, 0.0582, 0.0708, 0.0695, 0.1082, 0.1150, 0.0735, 0.0375, 0.0596, -0.0903, -0.2264, -0.2100, -0.2721, -0.0787, -0.2537, -0.0934, 0.0761, 0.0366, 0.0809, 0.1127, 0.1038, 0.1127, 0.0913, 0.0541, 0.0577, 0.0802, 0.1062, 0.1134, 0.0603, 0.0792, 0.0695, -0.0760, -0.2548, -0.1973, -0.2700, -0.0791, -0.2444, -0.0854, 0.0648, 0.0760, 0.0560, 0.1142, 0.1004, 0.1118, 0.0889, 0.0675, 0.0717, 0.0662, 0.1124, 0.1108, 0.0753, 0.0677, 0.0362, -0.0049, -0.5583, 0.0314, 0.0147, -0.0854, 0.0868, 0.0823, 0.0764, 0.1322, 0.0883, 0.0591, 0.0813, -0.0089, -0.5373, 0.0104, 0.0247, -0.0896, 0.0689, 0.0806, 0.0791, 0.1313, 0.0861, 0.0529, 0.0528, 0.0027, -0.5620, 0.0407, 0.0175, -0.0712, 0.0853, 0.0672, 0.0601, 0.0861, 0.0813, 0.0830, 0.0574, 0.0041, -0.5486, 0.0488, -0.0046, -0.0952, 0.0646, 0.0839, 0.0692, 0.1342, 0.0815, 0.0817, 0.0808, 0.0077, -0.5181, 0.0158, 0.0261, -0.0779, 0.0903, 0.0892, 0.0779, 0.1392, 0.0913, 0.0871, 0.0349, 0.0137, -0.5474, 0.0132, 0.0259, -0.0692, 0.0796, 0.0710, 0.0874, 0.0679, 0.0536, 0.0848, 0.0667]
}